[1]
19
Properties=species:S:1:pos:R:3:forces:R:3 method="wB97M-V/def2-TZVPD" energy_ha=-895.229587 largest_force_ha_per_bohr=0.1652 total_charge=0 smiles="C[C@]1(O)CC2=CS(=O)(=O)C=C21"
C 0.8171 -2.0742 -0.2926 0.59 1.09 -0.82
C 1.3358 0.3942 -1.4239 -2.88 -1.37 5.64
C 0.0050 -1.1128 0.1440 -0.13 0.21 -0.21
C 0.2969 0.2601 -0.2003 4.77 -0.02 -7.03
C -1.2749 -0.6537 0.8712 -0.16 -0.40 -0.11
C -0.9394 0.8145 0.3930 -0.84 0.88 0.63
C -0.8010 1.7360 1.6358 -3.50 0.01 -2.74
O 3.3105 -1.4449 -1.1845 -0.74 0.02 -0.60
O 1.4774 -1.7488 -2.9403 0.83 0.07 1.56
O -1.9175 1.3086 -0.5380 0.87 -0.13 0.25
S 1.9308 -1.3177 -1.6166 -1.11 0.23 0.39
H 0.9993 -3.0881 -0.0169 -0.36 -0.61 -0.21
H 2.1376 1.1147 -1.5857 -0.66 0.29 -0.25
H -2.2579 -1.0476 0.4128 1.57 0.45 1.22
H -1.0827 -0.6934 1.9762 -1.04 -0.38 -0.88
H -1.8628 1.4568 2.0121 1.88 1.47 0.42
H -0.6618 2.8026 1.2948 -0.21 -1.13 0.78
H -0.0183 1.3309 2.1824 1.31 -0.29 1.59
H -1.4940 1.9629 -1.1235 -0.18 -0.39 0.36



[2]
19
Properties=species:S:1:pos:R:3:forces:R:3 method="wB97M-V/def2-TZVPD" energy_ha=-572.246964 largest_force_ha_per_bohr=0.3805 total_charge=0
C -3.6301 -0.4851 0.2667 0.30 0.20 2.51
C -1.2556 -0.4532 -0.3805 -5.62 -6.06 3.39
C -0.1784 0.3463 -0.6556 -0.44 7.97 2.97
C 0.9612 0.3436 0.3840 -1.63 -3.62 2.30
C 3.0333 -0.8541 -0.0099 -4.89 5.17 0.92
C 3.2474 0.6890 -0.0331 -9.97 -4.43 2.36
C 2.0472 1.3121 0.1231 5.18 -18.78 -1.83
H -3.6125 -1.1170 -0.6593 -1.96 0.13 1.12
H -4.5297 0.4469 0.6367 2.86 -3.28 -1.87
H -3.4463 -1.2066 1.2850 -0.45 2.04 -2.98
H -0.8220 1.5375 -0.7398 2.60 -3.27 0.31
H 0.2782 0.2197 -1.5071 2.05 -0.99 -4.94
H 0.3689 0.2413 1.5303 2.21 0.81 -3.08
H 4.0129 1.0501 -0.3844 8.28 3.92 -2.92
H 1.8744 2.1112 0.2833 -3.46 18.55 2.72
O -2.4189 0.2414 -0.0914 0.72 1.18 0.40
O -1.2772 -1.6766 -0.1654 0.57 2.34 -1.13
O 1.6126 -0.9956 0.2028 0.84 1.30 0.20
O 3.7347 -1.7507 -0.0851 2.81 -3.22 -0.45



[3]
19
Properties=species:S:1:pos:R:3:forces:R:3 method="wB97M-V/def2-TZVPD" energy_ha=-572.429863 largest_force_ha_per_bohr=0.0913 total_charge=0 smiles="O=C1C[C@H]2[C@H](OC=C[C@@H]2O)O1"
O -1.6692 1.2647 2.7158 1.76 -1.63 -0.11
O -0.3605 -0.4567 2.0168 1.42 -2.12 -0.24
O 0.9105 -1.8582 0.4812 -0.52 -0.40 2.10
O 0.0084 1.0090 -2.2081 -0.62 1.21 -0.63
C -0.7551 0.7906 2.0466 -3.53 2.54 0.52
C 0.1706 -2.2082 -0.5611 -2.19 1.24 -3.96
C -0.2444 -1.2659 -1.4692 0.55 -0.41 3.24
C -0.2092 1.5799 0.9361 3.06 1.24 -1.38
C 0.7104 -0.5765 1.0183 2.66 -0.20 0.77
C 0.5568 0.5475 0.0507 0.27 0.73 -0.14
C -0.3452 0.2030 -1.1217 0.99 -1.21 -0.81
H 0.7032 0.6047 -2.7091 0.63 -0.40 -0.31
H -0.1743 -3.2550 -0.7482 1.16 0.73 0.71
H -0.8336 -1.4969 -2.2821 -1.10 -1.06 -1.66
H 0.5630 2.3346 1.2813 -1.38 -0.45 -0.13
H -1.0498 2.0232 0.3779 0.64 0.23 0.44
H 1.7535 -0.4223 1.4269 -1.52 -0.11 0.85
H 1.6890 0.7643 -0.2630 -2.82 0.10 0.18
H -1.4242 0.4183 -0.9890 0.54 -0.05 0.55